# 1
Density functional theory data (wB97M-V/def2-TZVPD) for a structure of composition C14H8AuF4N6.

- Gap between HOMO and LUMO: 5.6 eV
- Net charge: +1
- Spin multiplicity: 1
- HOMO: -11.91 eV
- Electronic energy: -38140.274 eV

CARTESIAN COORDINATES (ANGSTROEM)
Au  -0.4865  -3.2329  0.6986
F  2.3540  4.2949  -3.1915
F  2.1865  1.6864  -3.7103
F  0.9297  0.8689  0.7889
F  1.1049  3.4750  1.3216
N  2.3920  7.1668  -2.3719
N  -1.5499  -5.0523  1.2756
N  -2.3958  -2.4661  2.0211
N  0.8417  6.4586  1.4702
N  1.8557  -1.2858  -4.0359
N  0.7511  -1.9925  -0.1206
C  1.6685  -0.7600  -3.0366
C  1.7104  5.3755  -0.6784
C  1.0270  -1.1262  -0.8376
C  1.5373  1.1814  -1.4873
C  -2.5784  -4.8592  2.3115
C  1.2738  1.7188  -0.1882
C  1.4141  -0.1795  -1.7679
C  1.3566  3.0512  0.0885
C  2.0149  3.4639  -2.2156
C  -3.3512  -3.5716  2.0381
C  2.0941  6.3386  -1.6380
C  1.2614  5.9517  0.5321
C  1.9244  2.1284  -2.4849
C  1.7054  4.0093  -0.9230
H  -1.9874  -5.4053  0.4262
H  -2.8130  -1.6045  1.6907
H  -0.8912  -5.7627  1.5813
H  -2.0769  -4.7911  3.2812
H  -3.2766  -5.7014  2.3383
H  -3.8347  -3.6338  1.0591
H  -2.0393  -2.3001  2.9591
H  -4.1242  -3.4447  2.8043

# 2
Density functional theory data (wB97M-V/def2-TZVPD) for the molecule C14H8BrCl2NO.

- Gap between HOMO and LUMO: 8.7 eV
- ΔE to the lowest compared entry with this formula, charge and spin: 0.0 kcal per mole
- Spin multiplicity: 1
- HOMO: -8.65 eV
- Electronic energy: -113272.197 eV

CARTESIAN COORDINATES (ANGSTROEM)
Br  -1.8152  -5.7628  2.0661
Cl  1.2968  5.9898  0.1576
Cl  1.4030  4.7890  -2.8532
O  -1.1281  -0.3697  -0.4202
N  -2.5131  -2.0249  0.3608
C  1.1871  -1.7950  0.2957
C  0.2359  2.0681  0.5640
C  0.6620  2.4419  -1.7586
C  -2.6860  -3.2192  0.9550
C  0.5309  3.4318  0.8281
C  0.3365  1.5420  -0.7362
C  -0.1529  -2.3633  0.4342
C  -0.3084  -3.6199  0.9470
C  -1.5688  -4.0376  1.2687
C  0.1113  0.0803  -0.9834
C  1.3290  -0.6284  -0.4007
C  0.9521  3.7754  -1.5134
C  -1.2730  -1.6168  0.1004
C  0.8960  4.3030  -0.2110
H  -0.0222  1.4313  1.3895
H  2.3058  -0.1572  -0.5451
H  0.6807  2.0999  -2.8109
H  0.1170  -0.0653  -2.0800
H  0.4967  3.8142  1.8445
H  0.5217  -4.3106  1.1709
H  -3.6949  -3.5068  1.2311
H  2.1003  -2.2892  0.6993

# 3
Density functional theory data (wB97M-V/def2-TZVPD) for a structure of composition C14H9AsBrN2O6ReS4Se.

- Gap between HOMO and LUMO: 3.3 eV
- ΔE to the lowest compared entry with this formula, charge and spin: 24.7 kcal per mole
- Spin multiplicity: 1
- HOMO: -7.86 eV
- Electronic energy: -271621.020 eV

CARTESIAN COORDINATES (ANGSTROEM)
Re  -1.3739  -0.7372  -0.3955
Br  0.2745  2.3766  -5.0148
Se  -3.9226  3.6443  0.2414
As  -2.3737  -1.2786  2.7038
S  -4.0746  -2.3869  2.3638
S  -0.6894  -2.1134  1.3333
S  -2.6499  0.5196  1.4601
S  -1.6329  -1.2578  4.7615
O  -3.4374  3.0460  -1.1968
O  -0.3887  -1.9729  -1.5479
O  -0.5479  0.7373  -0.7706
O  -2.8439  -0.6509  -1.3143
O  -0.9501  -3.6655  -3.0554
O  -3.8976  5.3223  0.5985
N  -0.1201  -1.4881  -6.4655
N  0.2015  3.2838  5.8481
C  1.7866  -0.7220  3.7125
C  2.4883  -0.2369  2.5060
C  1.1512  0.1120  4.5959
C  -0.2999  -1.6454  -4.0980
C  -0.1886  -0.2461  -4.0411
C  -0.0533  0.5393  -5.1775
C  0.8249  2.4539  5.3372
C  -0.5759  -2.5237  -2.8273
C  -0.2434  -2.2250  -5.3795
C  -0.0046  -0.1315  -6.4200
C  2.7407  -0.9044  1.3730
C  2.4238  1.9454  3.5409
C  2.9362  1.1455  2.5795
C  1.4809  1.5166  4.4793
H  0.3759  -0.2431  5.2584
H  2.7030  2.9825  3.6467
H  3.4770  1.6205  1.7134
H  -0.1380  0.2516  -3.0639
H  3.3719  -0.4133  0.6288
H  -0.1575  -3.3062  -5.4539
H  0.1346  0.4162  -7.4009
H  1.8127  -1.8299  3.8073
H  2.3805  -1.9344  1.1338

Largest force on an atom values (in eV/A) by entry order: 2.64; 2.55; 5.20.